No. 1
Molecular formula: C3H8NOS
Method: DFT, ωB97M-V/def2-TZVPD

CARTESIAN COORDINATES (ANGSTROEM)
N  -2.060  0.416  -0.374
C  -0.650  -0.016  -0.591
C  0.179  1.306  -0.565
O  -0.063  2.045  0.343
C  -0.227  -1.102  0.365
S  1.580  -1.290  0.357
H  -2.719  -0.360  -0.258
H  -2.438  0.979  -1.137
H  -2.211  0.962  0.489
H  -0.603  -0.440  -1.598
H  0.891  1.494  -1.375
H  -0.670  -2.068  0.122
H  -0.587  -0.938  1.388
H  1.874  -0.093  0.831

E	-647.00544	a.u.
total charge	+1
SMILES string	[NH3+][C@@H](C=O)CS
LUMO energy	-4.14	eV

=====

No. 2
Molecular formula: C3H5O7S
Method: DFT, ωB97M-V/def2-TZVPD

CARTESIAN COORDINATES (ANGSTROEM)
O  1.318  -0.759  -1.236
C  0.668  -1.079  -0.244
C  -0.737  -1.633  -0.417
O  -1.358  -0.942  -1.504
O  1.137  -0.866  1.047
C  0.429  0.239  1.313
O  -0.901  0.027  1.815
S  0.218  1.432  -0.003
O  -0.258  1.350  -1.353
O  -0.327  2.580  0.707
O  1.795  1.741  -0.108
H  -1.125  -1.279  0.631
H  -0.668  -2.603  -0.667
H  -1.076  0.011  -1.518
H  -1.178  0.937  1.911
H  2.064  0.844  -0.373

E	-1042.11269	a.u.
total charge	-1
SMILES string	O=C(CO)OC(O)=[S@@](=O)([O-])O
LUMO energy	3.72	eV

=====

No. 3
Molecular formula: C5H8FO4
Method: DFT, ωB97M-V/def2-TZVPD

CARTESIAN COORDINATES (ANGSTROEM)
C  -0.578  -2.498  1.595
C  0.800  -2.718  -0.428
C  -0.433  2.796  0.002
C  -0.567  -2.520  0.052
C  -0.608  1.665  1.066
O  -0.594  -1.374  2.205
O  -0.476  -3.566  2.087
O  -0.904  0.512  0.555
O  -0.572  1.990  2.261
F  -1.412  -3.633  -0.308
H  1.285  -1.673  -0.443
H  0.824  -3.357  -1.315
H  1.384  -3.338  0.288
H  0.268  3.487  0.373
H  0.086  2.166  -0.807
H  -1.363  3.155  -0.432
H  -0.791  -0.502  1.539
H  -1.021  -1.575  -0.417

E	-596.23923	a.u.
total charge	-1
LUMO energy	3.81	eV